Computed, not measured: a molecular structure, C6H6O5Pd at a distorted geometry, with ωB97M-V with the def2-TZVPD basis set.

Cartesian coordinates (Å):
Pd -1.0416 0.5869 -1.5402
O -2.3556 -0.7085 1.0277
C -1.7496 -0.2448 0.1282
C 1.0651 0.7622 -1.4553
O 2.1863 0.8364 -1.3531
C -0.6436 1.8421 -0.1662
O -0.5469 2.6254 0.6364
C -0.3424 -1.1805 -1.5517
O -0.0501 -2.2662 -1.5921
C -2.6773 1.0861 -3.0949
H -3.1177 0.0892 -3.2972
H -3.2928 1.8012 -2.5115
C -1.5234 1.5028 -3.7537
H -1.1903 2.5497 -3.6941
H -1.0226 0.8397 -4.4737
O 1.0457 -0.8349 2.0681
H 1.3362 -1.7431 2.2871
H 1.1998 -0.3648 2.9121

Forces on atoms 1 to 6 (eV/Å):
-2.43 1.98 -4.26
3.92 2.78 -5.30
-6.77 -4.48 8.27
5.40 1.08 -0.97
-1.86 -0.24 0.03
0.91 4.36 4.12

Its charge is +2. For the LUMO energy (spin up / spin down), the calculation gives -0.3564 / -0.4856 hartree. The value obtained for the molecular weight is 264.5 g mol⁻¹. Its spin multiplicity is 3.

Computed, not measured: a single C6H6OS molecule at a distorted geometry, with ωB97M-V with the def2-TZVPD basis set.

Cartesian coordinates (Å):
C -0.2471 1.2882 0.6640
C -0.0543 0.1393 1.5247
C -0.1300 1.3293 -0.6716
C 0.1884 -1.0838 1.1060
C 0.3170 0.2318 -1.5340
C 0.5303 -1.1269 -1.0296
O 0.0852 -2.2398 -1.6330
S 2.0849 -0.3370 -1.3468
H -0.5591 2.1943 1.1686
H -0.1764 0.3322 2.5901
H -0.3644 2.2482 -1.1918
H 0.2799 -2.0239 1.6001
H 0.0438 0.3318 -2.5813
H 0.6546 -2.9961 -1.4455

Forces on atoms 1 to 6 (eV/Å):
-0.08 0.46 -0.64
-0.08 -0.32 0.57
-0.11 0.10 0.58
0.63 0.32 -4.56
0.05 -0.35 -0.27
-0.39 0.22 4.63

Its charge is 0. For the LUMO energy, the calculation gives 0.0110 hartree. The value obtained for the molecular weight is 126.2 g mol⁻¹.

Question: The highest molecular weight belongs to which entry?
Answer: C6H6O5Pd